(1)
23
Properties=species:S:1:pos:R:3:forces:R:3 method="wB97M-V/def2-TZVPD" e_homo_ev=-19.14 charge=+2 smiles="C[N+]1(C)CCC=CC1=[NH2+]" gap_ev=9.131
C 1.51073 0.85804 -0.39313 1.95 4.31 0.81
N 0.11659 0.36191 -0.50547 2.37 -1.25 -0.88
C -0.27929 0.50916 -1.96865 -2.27 -0.32 1.59
C -0.84529 1.11194 0.42241 -0.25 -2.62 0.79
C -0.75672 0.71993 1.89591 1.85 0.21 0.23
C -0.77901 -0.74030 2.03807 0.01 -0.43 -2.94
C -0.42968 -1.57598 0.96075 -0.63 1.90 2.57
C 0.17675 -1.08986 -0.19379 -0.20 -0.55 -0.67
N 0.74351 -1.95141 -1.02990 -0.88 2.92 1.24
H 1.45278 2.04512 -0.56369 0.01 -2.55 0.65
H 1.93497 0.68193 0.62275 -0.47 0.08 -0.72
H 2.28257 0.61149 -1.15561 -1.13 -0.79 0.25
H -0.88526 1.38119 -1.94212 -1.06 0.39 -0.48
H 0.40174 0.65426 -2.73047 2.61 0.36 -0.72
H -0.75043 -0.41981 -2.19735 -1.24 -0.09 -0.44
H -1.83508 0.69754 0.16853 0.27 0.72 -0.52
H -0.73574 2.14523 0.31242 0.18 1.49 -0.77
H -1.57687 1.25549 2.30330 -1.39 -0.09 0.77
H 0.02401 1.13586 2.61935 -0.16 -0.37 -1.34
H -1.16218 -1.15643 2.92534 -0.09 -0.68 1.14
H -0.45139 -2.62392 1.09911 -0.02 -0.96 0.13
H 0.53796 -2.89149 -0.87857 0.02 -2.04 0.36
H 1.30533 -1.71989 -1.80920 0.51 0.37 -1.03


(2)
15
Properties=species:S:1:pos:R:3:forces:R:3 method="wB97M-V/def2-TZVPD" e_homo_ev=-9.13 gap_ev=8.561
H -2.47951 0.59387 -0.94272 2.92 0.04 -1.04
N -1.59932 0.29016 -1.50307 -1.31 -1.74 -0.43
C -0.41439 0.40006 -1.06439 -0.63 -2.39 -0.81
C -0.07622 1.30906 -0.07148 -3.52 6.25 1.37
O 0.59626 0.95940 1.00220 1.71 -1.23 3.20
N -0.28887 0.25030 1.87138 7.13 -6.90 1.33
C 0.63421 -0.92952 2.30229 -2.68 4.18 -0.06
N 0.76609 -0.24763 -1.51485 -1.67 -2.91 -1.25
O 0.46832 -1.65077 -2.05019 -2.94 0.87 -0.03
H -1.01465 1.91779 0.28513 1.04 -1.26 -0.76
H 0.42008 2.10111 -0.57905 1.21 0.86 -0.31
H 0.18417 -1.60711 3.04540 -0.32 0.58 -0.47
H 1.84214 -1.17682 2.28277 -3.23 1.51 -0.95
H 1.60583 -0.38807 -0.87499 -2.13 0.37 -0.74
H -0.64414 -1.82182 -2.18844 4.43 1.79 0.95


(3)
100
Properties=species:S:1:pos:R:3:forces:R:3 method="wB97M-V/def2-TZVPD" e_homo_ev="-10.97 / -10.97" multiplicity=2 charge=+1 gap_ev="7.101 / 7.394"
O -1.05607 -4.66598 -0.37376 -0.82 0.59 2.80
V -1.14146 -3.70758 0.90663 2.36 2.42 -5.63
C -1.23608 -0.56971 -1.85615 0.30 -0.53 -0.46
C -0.10493 -1.01090 -0.94294 0.40 -0.48 -0.14
C 0.50608 0.14289 -0.16848 0.28 0.49 0.05
O -0.47915 -2.03765 -0.08542 -1.43 -2.00 2.75
H -1.64034 -1.44174 -2.37981 0.13 -0.02 -0.01
H -0.79609 0.06907 -2.62084 -0.33 0.28 0.03
H -2.08467 -0.09548 -1.35911 0.23 0.28 0.20
H 0.71797 -1.40276 -1.56492 -0.21 0.02 -0.31
H 1.41731 -0.13593 0.37225 -0.24 -0.33 0.18
H -0.21034 0.57976 0.53408 0.03 0.02 0.03
H 0.86231 0.93195 -0.84014 -0.35 0.02 -0.12
N -3.26256 -3.12514 0.76753 0.03 0.10 0.44
C -4.08988 -3.19708 1.81368 0.66 -0.01 0.93
C -5.40517 -2.78705 1.82803 0.92 0.31 0.17
C -5.88561 -2.19366 0.67587 -0.79 -0.15 0.23
C -5.05374 -2.09148 -0.41895 -0.02 0.34 -0.14
C -3.75847 -2.54381 -0.32184 0.58 -0.58 -1.01
H -3.59630 -3.45274 2.74591 -0.28 -0.46 0.01
H -5.88243 -2.79700 2.79620 -0.51 -0.11 -0.23
H -6.90607 -1.82983 0.65572 0.07 0.08 -0.15
H -5.36736 -1.61608 -1.33719 -0.09 -0.05 0.01
H -3.08085 -2.49785 -1.16444 -0.04 0.12 0.03
N 2.94214 3.47170 4.09447 -0.27 0.34 -0.54
C 1.64299 3.35949 3.79771 0.50 0.06 0.71
C 1.04956 2.15210 3.49534 -0.82 0.54 -0.56
C 1.81412 1.00833 3.39008 -0.19 0.23 -0.02
C 3.17718 1.16204 3.52049 0.23 -0.62 0.23
C 3.69064 2.40280 3.88679 0.22 -0.20 0.04
H 1.05242 4.26308 3.89056 -0.04 -0.01 -0.07
H -0.00428 2.20160 3.24833 -0.12 -0.36 0.18
H 1.33164 0.05225 3.21926 0.18 -0.04 -0.18
H 3.81521 0.29385 3.39724 0.20 0.19 0.06
H 4.75493 2.54593 4.03081 0.05 -0.14 0.05
N -0.79933 0.73782 -8.34549 -0.33 -0.25 -0.44
C 0.20238 0.08989 -8.92083 1.08 0.14 -0.04
C 1.14698 -0.66066 -8.22369 -0.41 0.24 -0.78
C 0.96976 -0.85214 -6.87310 0.32 -0.40 0.22
C -0.09812 -0.23221 -6.24613 0.64 -0.26 -0.75
C -0.92993 0.54382 -7.05097 -0.45 -0.06 1.98
H 0.37718 0.20411 -9.98636 -0.40 0.20 -0.01
H 1.97577 -1.03456 -8.80996 0.05 -0.34 0.31
H 1.63761 -1.51279 -6.33284 0.08 0.15 0.09
H -0.20352 -0.36165 -5.17824 -0.46 0.19 0.01
H -1.75481 0.99197 -6.49974 -0.12 0.35 -0.60
N -1.21839 -2.27309 2.80522 0.19 -0.79 0.12
C -1.81688 -1.09462 2.66945 -0.01 0.39 -0.23
C -1.88149 -0.17547 3.69833 -0.14 -0.26 -0.23
C -1.17154 -0.42229 4.85970 -0.80 0.47 0.22
C -0.51291 -1.62822 5.00441 0.20 0.10 0.04
C -0.61858 -2.53639 3.97730 0.60 -0.32 -0.54
H -2.19393 -0.83566 1.68737 -0.21 -0.24 0.01
H -2.52657 0.67717 3.55747 0.25 0.41 0.07
H -1.23101 0.32855 5.63796 0.34 -0.14 0.14
H 0.10366 -1.84903 5.86303 -0.15 -0.06 0.11
H -0.09070 -3.48421 4.01040 -0.14 -0.04 0.23
N 3.85887 4.49221 -1.71094 0.03 -0.36 -0.55
C 2.78534 4.12852 -1.02826 -0.91 -0.34 0.05
C 2.75299 3.10482 -0.08313 0.19 0.22 -0.67
C 3.90997 2.36477 0.07825 -0.39 -0.45 0.96
C 5.03089 2.68485 -0.64419 0.38 1.03 -0.15
C 4.94653 3.75741 -1.53328 0.24 -0.68 -0.10
H 1.83904 4.53060 -1.38336 0.11 0.57 0.44
H 1.83673 2.86157 0.43736 0.00 -0.03 0.00
H 3.87515 1.51986 0.76060 0.27 0.07 0.03
H 5.99100 2.20275 -0.53662 -0.16 -0.35 0.01
H 5.74465 3.86230 -2.26233 0.20 0.62 0.31
N 1.09243 -4.09391 1.24206 -0.95 0.51 0.63
C 1.65183 -5.29416 1.17201 -0.23 -0.38 -0.63
C 2.98464 -5.54012 1.45998 -0.76 -0.33 -0.05
C 3.73104 -4.50216 1.97009 0.35 -0.09 0.30
C 3.13776 -3.25820 2.11782 0.46 -0.18 -0.41
C 1.85018 -3.07999 1.66528 -0.18 0.50 1.17
H 0.98728 -6.07715 0.82723 0.15 -0.13 -0.01
H 3.30444 -6.56333 1.32657 0.44 0.12 0.12
H 4.74575 -4.64539 2.31864 0.03 -0.10 -0.14
H 3.71786 -2.46434 2.56525 -0.21 0.23 -0.10
H 1.35554 -2.13343 1.84564 -0.07 0.03 -0.50
N -2.41730 3.88886 2.27139 0.48 -0.23 0.04
C -3.46629 3.85853 3.07519 -1.00 0.25 0.34
C -4.63189 3.13392 2.81427 0.59 0.28 -0.43
C -4.68907 2.45309 1.60725 -0.57 -0.82 0.63
C -3.56013 2.35156 0.82268 0.66 0.40 -0.03
C -2.44446 3.10101 1.20053 -0.17 -0.29 -0.23
H -3.45551 4.50662 3.94717 0.29 -0.10 0.03
H -5.46123 3.12623 3.50676 -0.02 0.16 -0.03
H -5.60485 1.91994 1.37178 0.11 -0.01 -0.21
H -3.49675 1.72728 -0.05875 -0.20 0.11 -0.10
H -1.54163 3.06314 0.59791 -0.02 0.09 0.00
C 3.65761 -0.61422 -2.43605 0.07 0.80 0.31
Cl 5.10216 0.40528 -2.59011 -0.01 -0.68 -0.43
Cl 4.03489 -2.27886 -2.03986 0.05 -0.11 -0.03
Cl 2.63673 -0.47519 -3.86013 0.00 -0.07 -0.07
H 3.12148 -0.16883 -1.60543 -0.17 -0.21 0.02
C -1.19910 3.28628 -3.73442 0.31 -0.02 0.39
Cl -2.45941 2.09312 -3.97327 -0.23 -0.16 -0.11
Cl 0.35677 2.50788 -3.38777 -0.04 0.05 0.04
Cl -1.66575 4.37811 -2.40865 0.21 -0.09 -0.40
H -1.04450 3.82104 -4.66145 -0.24 0.29 0.09


(4)
111
Properties=species:S:1:pos:R:3:forces:R:3 method="wB97M-V/def2-TZVPD" e_homo_ev=-8.25 smiles=CC1(C)CCCC(C)(C)N1O.CCO.CCO.CCO.CCO.CCO.CO.CO.CO.CO.CO.CO gap_ev=8.978
C 3.54851 -5.38642 1.30512 -0.61 -1.36 1.50
C 2.81825 -4.61143 0.23030 0.98 1.33 0.61
C 3.91779 -3.89151 -0.54997 -0.98 1.76 -1.75
C 2.00056 -5.48876 -0.66298 -1.78 -0.42 -0.55
C 0.65135 -5.95349 -0.02223 0.07 -1.31 -1.53
C -0.14308 -4.77127 0.37179 -0.10 0.22 0.82
C 0.62726 -3.92157 1.32374 0.94 1.75 0.29
C -0.18057 -2.60502 1.51097 1.78 0.09 1.00
C 0.77287 -4.56982 2.69221 -1.69 0.20 0.22
N 1.92158 -3.52739 0.73561 0.04 -0.57 -0.31
O 2.63001 -2.75714 1.71093 -0.10 -0.01 -0.65
H 4.55120 -5.73194 1.01578 -0.44 -0.02 -0.26
H 3.72371 -4.73629 2.17815 -0.29 -0.40 -0.18
H 2.92909 -6.30197 1.58338 0.94 1.10 0.05
H 4.37055 -2.99975 -0.07646 -0.33 -0.74 0.36
H 4.69525 -4.58044 -0.76548 0.79 -0.56 -0.47
H 3.50760 -3.46121 -1.52894 0.42 -0.74 1.06
H 1.82677 -4.91252 -1.58137 -0.36 -0.19 0.08
H 2.46649 -6.40726 -0.95945 0.98 -0.31 -0.14
H 0.00283 -6.51654 -0.74228 0.92 0.26 0.09
H 0.83874 -6.71784 0.75563 -0.04 0.72 0.07
H -1.04876 -5.00600 0.90970 -0.54 -0.43 0.01
H -0.43478 -4.18804 -0.48993 0.04 0.17 -0.46
H 0.32155 -1.92193 2.25926 -0.42 -0.72 -0.85
H -1.06631 -2.96268 1.96986 -1.42 0.28 0.16
H -0.32737 -2.06752 0.57265 -0.11 -0.17 0.03
H 1.09970 -5.59988 2.79157 0.09 0.01 -0.33
H -0.22452 -4.45492 3.13340 -0.08 -0.65 0.11
H 1.32708 -3.92254 3.31401 1.20 0.52 0.63
H 2.72181 -1.93033 1.20413 0.03 0.14 0.41
C -2.54918 0.77206 -4.85864 -0.72 0.35 -0.54
C -1.78978 2.08818 -4.75366 -1.36 0.73 -2.62
O -0.92007 2.03663 -3.68821 1.00 0.31 0.49
H -1.85746 -0.00938 -5.13996 0.11 -0.29 -0.19
H -3.44285 0.75573 -5.51762 0.73 0.24 0.02
H -2.93357 0.52676 -3.89513 -0.30 -0.26 0.95
H -2.45243 2.99883 -4.75450 0.18 -0.82 0.62
H -1.28833 2.26423 -5.74212 0.39 -0.32 1.00
H -1.47313 2.15865 -2.90203 -0.01 -0.09 0.06
C -4.58884 -1.30664 3.69469 -0.28 0.20 1.05
C -3.80114 -0.05398 3.31010 -0.21 0.77 -1.04
O -3.01951 -0.30322 2.11733 1.19 0.42 2.09
H -3.92794 -2.17974 3.76115 -0.14 0.26 0.58
H -5.32276 -1.58916 2.96569 -0.19 0.19 -1.11
H -5.29101 -1.14999 4.56270 1.31 -0.19 -0.24
H -2.98562 0.29348 3.99070 -1.17 -0.44 0.08
H -4.55000 0.79473 3.11745 1.16 -0.90 0.36
H -3.56753 -0.43066 1.38483 -1.51 -0.27 -1.96
C 2.70132 2.28744 4.29341 0.46 -1.58 -0.88
C 2.68193 1.04675 3.31073 -0.79 0.59 1.26
O 3.12984 1.47378 2.03243 0.47 0.54 0.84
H 3.52711 2.96718 4.04122 -0.42 -0.11 -0.05
H 2.86715 1.92082 5.28830 0.38 -0.29 0.60
H 1.75233 2.75612 4.38227 -0.78 0.85 -0.49
H 1.65933 0.57290 3.20319 1.12 0.74 0.33
H 3.33902 0.29927 3.78932 0.11 0.10 -0.66
H 2.95818 0.75860 1.40965 -0.23 -0.51 -0.40
C -2.23392 5.93822 0.11368 -2.08 0.44 -0.16
C -1.33470 6.02857 -1.05970 1.33 0.40 -1.61
O -1.21172 4.80563 -1.78574 0.58 -1.13 0.40
H -1.88808 5.29056 0.91970 0.21 0.16 -0.05
H -3.19803 5.52987 -0.26603 0.44 0.11 0.47
H -2.48548 6.96278 0.47343 0.37 -0.71 0.06
H -0.36313 6.45447 -0.75211 -0.01 -0.41 -0.18
H -1.68185 6.68406 -1.88983 -0.25 0.16 1.06
H -0.41595 4.22568 -1.59376 -0.62 0.86 0.24
C -3.98290 -2.70438 -1.22069 -1.93 1.93 -0.13
C -3.12261 -1.47173 -1.44498 -0.15 -0.13 -1.55
O -3.86041 -0.27826 -1.14722 0.18 -0.95 0.51
H -4.67856 -2.79137 -2.07625 0.20 -0.05 0.43
H -4.62471 -2.58701 -0.31926 0.60 -0.20 -0.37
H -3.41422 -3.57675 -1.18214 1.00 -1.47 0.24
H -2.91645 -1.43622 -2.55086 0.28 -0.13 0.88
H -2.15836 -1.53498 -0.92436 -0.24 0.21 0.16
H -3.23378 0.42795 -1.28906 0.17 0.85 0.03
C -3.84990 3.13286 -1.90528 -2.67 1.59 -1.34
O -2.71907 2.44372 -1.58292 0.87 -1.64 1.02
H -4.56844 2.53339 -2.50050 0.65 -0.11 0.38
H -4.48063 3.61759 -1.12090 0.80 -0.75 0.29
H -3.56006 3.96334 -2.53061 -0.06 0.47 -0.48
H -2.05419 3.09484 -1.34039 0.25 0.54 0.26
C 1.31590 -0.41845 -2.99268 0.21 1.03 -1.30
O 0.71484 0.15712 -1.89081 -0.25 -0.43 1.96
H 2.05301 0.29091 -3.39740 -0.08 -0.19 -0.36
H 1.87048 -1.28883 -2.71665 0.04 -0.79 0.34
H 0.55444 -0.63525 -3.74602 0.27 -0.24 -0.21
H 0.40129 1.03736 -2.09836 -0.01 0.51 -0.16
C 2.76238 4.62931 1.27036 -1.25 0.85 1.88
O 2.50150 3.51036 0.41910 0.98 1.53 0.60
H 3.74836 4.82393 1.76833 -0.23 -1.12 -1.03
H 2.54302 5.51983 0.72959 -0.14 0.68 -0.67
H 2.05510 4.67503 2.17184 0.60 -0.43 -1.18
H 2.77557 2.78719 0.97857 0.10 -1.51 0.58
C 3.79842 -0.23367 -0.64559 1.37 0.34 2.21
O 2.68657 -0.35204 0.28349 -1.06 -0.03 -2.20
H 4.70232 -0.22054 0.10196 -1.32 -0.39 -1.89
H 3.83697 -0.99776 -1.43082 0.01 -0.16 0.61
H 3.80483 0.73041 -1.13824 -0.21 0.36 -0.05
H 1.83879 -0.15129 -0.23102 1.04 -0.35 0.65
C -0.65681 2.02532 1.92241 1.57 1.48 -0.54
O -0.05036 0.78742 1.94050 0.97 -1.15 0.55
H 0.11527 2.77344 2.25302 -0.58 -0.60 -0.31
H -0.88810 2.23656 0.89239 -0.55 0.62 -0.48
H -1.50110 2.16597 2.54915 -1.00 -0.24 0.62
H -0.67146 0.06534 1.87959 -0.73 -0.13 -0.06
C 1.56587 3.69153 -2.61445 0.73 0.97 1.65
O 0.81515 3.03871 -1.55883 0.68 0.36 -0.10
H 1.24490 3.22463 -3.50025 0.00 -0.40 -1.29
H 1.33578 4.77372 -2.63583 -0.17 -0.42 -0.14
H 2.66636 3.66620 -2.41728 -0.83 -0.51 -0.28
H 1.39768 3.08874 -0.76270 -0.45 0.14 -0.09


Computed total energy, in the same sequence as the records: -383.90904, -432.95056, -5789.31955, -1953.73649 Eh.
Computed ΔE to the lowest compared entry with this formula, charge and spin, in the same sequence as the records: 31.2, 233.6, 0.0, 0.0 kcal per mole.